[1]
A structure of composition C47H50As2N4O2SSn, computed with ωB97M-V/def2-TZVPD.

```
107
Properties=species:S:1:pos:R:3:forces:R:3:mulliken_charge:R:1
Sn 0.122292 0.225148 -0.295913 -0.08 -0.48 0.00 0.657
O -1.295268 -1.141489 -1.043379 0.41 0.05 -0.21 -0.521
C -2.134161 -2.148998 -0.598729 -0.22 -0.04 0.21 2.468
C -1.546230 -2.784643 0.691826 -0.01 0.19 -0.34 0.025
C -0.160066 -3.270410 0.421267 0.01 -0.24 0.09 -0.806
C 0.039636 -4.575728 -0.015068 0.03 -0.05 0.04 -0.737
C 1.320330 -5.000172 -0.312241 0.00 0.04 0.03 -1.015
C 2.363314 -4.110139 -0.150076 0.00 -0.04 0.03 -0.685
C 2.092248 -2.819399 0.290215 0.15 -0.16 0.06 -0.087
C 3.209940 -1.830096 0.399625 -0.12 0.25 -0.35 -1.546
C 3.254034 -0.893891 -0.855460 0.03 -0.20 0.22 3.364
O 2.183209 -0.003210 -0.782198 -0.50 -0.03 0.06 -0.317
C 3.217658 -1.767795 -2.112512 0.01 0.03 0.06 -0.752
C 2.019090 -2.025476 -2.764544 0.03 0.13 0.09 0.508
C 1.970795 -2.911032 -3.830330 -0.03 -0.01 -0.01 -0.448
C 3.126860 -3.544006 -4.261321 -0.02 -0.03 -0.04 -0.602
C 4.332414 -3.280577 -3.625801 0.03 -0.03 0.01 -0.951
C 4.377003 -2.398077 -2.556911 -0.08 -0.03 0.00 -0.538
C 4.518517 -0.028535 -0.860912 -0.09 0.17 0.06 -0.414
C 5.406666 0.062232 0.202256 -0.01 -0.15 -0.04 -0.017
C 6.423625 1.013154 0.197809 0.10 0.03 0.06 -1.043
C 6.567837 1.880392 -0.871941 -0.03 0.01 0.05 -0.444
C 5.701636 1.774093 -1.955498 -0.03 0.01 -0.06 -0.943
C 4.690318 0.831191 -1.946735 0.01 0.01 0.05 -0.479
N 0.852488 -2.408099 0.577482 -0.06 0.22 -0.18 0.289
C -2.324127 -3.235133 -1.669019 0.07 0.14 -0.12 -0.283
C -1.739311 -3.083489 -2.918304 0.06 0.04 0.06 0.010
C -1.915775 -4.041952 -3.907188 -0.02 -0.03 0.02 -1.069
C -2.679681 -5.170224 -3.653531 0.02 -0.01 -0.09 -0.566
C -3.285041 -5.320290 -2.413311 -0.02 -0.04 0.07 -0.886
C -3.115684 -4.356239 -1.432166 0.00 0.00 -0.03 -0.188
C -3.523989 -1.549596 -0.339197 -0.01 0.04 -0.02 -0.332
C -4.048891 -0.717673 -1.327972 0.00 -0.02 0.02 -0.437
C -5.304754 -0.153815 -1.192084 0.01 -0.03 -0.02 -0.705
C -6.063057 -0.410449 -0.054781 -0.01 0.02 0.02 -0.618
C -5.545238 -1.223684 0.937861 -0.07 -0.02 0.04 -0.804
C -4.283792 -1.793281 0.795446 0.03 -0.06 -0.01 -0.010
H -2.166027 -3.619444 1.016838 0.00 0.04 0.12 1.070
H -1.525796 -2.002328 1.453001 -0.04 -0.10 0.06 -0.688
H -0.804113 -5.243244 -0.122157 -0.03 0.04 -0.01 0.493
H 1.502996 -6.006550 -0.666587 -0.01 -0.01 0.01 0.425
H 3.379824 -4.401525 -0.377793 0.02 0.05 0.00 0.430
H 4.155209 -2.364481 0.502775 -0.01 0.00 0.05 0.778
H 3.038424 -1.184377 1.263759 0.13 -0.06 0.07 0.523
H 1.117537 -1.532536 -2.419699 -0.02 -0.10 -0.05 -0.344
H 1.023423 -3.116003 -4.313701 0.02 0.00 0.00 0.315
H 3.088779 -4.238410 -5.091169 0.01 0.01 0.00 0.428
H 5.239262 -3.767424 -3.962764 0.00 0.01 0.00 0.393
H 5.319951 -2.191847 -2.063472 0.02 -0.02 -0.01 0.431
H 5.312449 -0.598745 1.055768 0.00 0.06 -0.01 0.336
H 7.101657 1.074196 1.040904 0.00 0.00 -0.01 0.391
H 7.341640 2.637227 -0.863045 0.04 -0.04 -0.02 0.420
H 5.815474 2.433563 -2.806839 -0.01 0.02 0.01 0.421
H 3.997939 0.759940 -2.776192 0.00 0.03 -0.01 0.421
H -1.147101 -2.196335 -3.100005 0.00 -0.01 0.00 0.484
H -1.457531 -3.902348 -4.879004 0.00 -0.02 0.00 0.461
H -2.812702 -5.923111 -4.420131 -0.01 0.00 0.01 0.405
H -3.896263 -6.191240 -2.210757 -0.01 0.01 -0.01 0.412
H -3.618300 -4.476466 -0.478790 0.00 0.01 0.01 0.358
H -3.448947 -0.523182 -2.207719 -0.01 0.02 -0.01 0.443
H -5.705587 0.472885 -1.979827 0.02 0.02 0.01 0.428
H -7.050508 0.021350 0.052330 0.00 0.00 0.01 0.454
H -6.128803 -1.425899 1.828030 0.02 0.00 0.01 0.392
H -3.905478 -2.428625 1.587318 -0.01 0.02 -0.01 0.505
C 0.453237 -0.174248 4.546092 0.02 0.05 -0.18 -1.589
As -0.728449 0.227617 3.020205 -0.08 0.07 0.36 1.394
C -2.401761 -0.266318 3.944524 0.05 -0.19 -0.06 -1.105
C -0.938012 2.159789 3.227929 -0.10 0.16 -0.13 0.013
C -0.070398 2.908648 4.017654 0.12 -0.08 0.04 -0.571
C -0.227576 4.279605 4.148151 -0.04 0.07 0.03 -0.647
C -1.290676 4.914747 3.524038 0.08 0.02 0.01 -1.014
C -2.157231 4.175026 2.737321 -0.05 0.06 -0.07 -0.716
C -1.976967 2.810212 2.545930 0.11 -0.01 0.06 0.077
As -3.130227 1.801699 1.313080 -0.24 0.09 -0.03 1.224
C -4.855787 2.316603 2.128980 0.06 -0.08 -0.03 -1.340
C -3.202854 3.066661 -0.182541 0.09 0.03 -0.03 -1.316
H 1.469739 0.158765 4.337993 -0.01 0.01 0.00 0.377
H 0.471629 -1.257670 4.664679 -0.01 0.00 -0.03 0.419
H 0.098482 0.279461 5.471123 -0.03 0.04 -0.04 0.443
H -2.576662 0.389517 4.796770 0.08 0.03 -0.01 0.395
H -2.316891 -1.295498 4.295854 0.00 -0.02 -0.01 0.481
H -3.242714 -0.201597 3.255728 0.02 -0.03 -0.01 0.050
H 0.749663 2.427555 4.537979 -0.01 -0.01 -0.03 0.346
H 0.469482 4.851904 4.747887 0.00 -0.03 0.02 0.410
H -1.432013 5.982707 3.639209 -0.02 -0.02 0.01 0.402
H -2.987467 4.679920 2.255386 0.04 0.00 -0.03 0.245
H -5.010182 3.394948 2.085908 0.06 0.01 0.02 0.436
H -4.882508 1.992569 3.169145 0.04 -0.01 0.00 0.360
H -5.660748 1.817233 1.591602 0.03 0.02 -0.03 0.388
H -3.239034 4.100427 0.157449 -0.04 0.01 0.02 0.471
H -4.087176 2.849933 -0.783184 0.00 -0.06 0.06 0.425
H -2.316388 2.937891 -0.799591 0.06 0.00 -0.01 0.200
C 0.744099 6.388577 -1.961796 0.00 0.05 0.16 -1.079
C 0.545338 6.296266 -0.443165 0.04 -0.06 -0.22 -0.507
C 1.076593 5.000509 0.070162 0.41 -0.06 0.18 0.228
N 0.406978 3.911393 0.137671 -0.47 0.15 -0.06 -0.326
N 1.116651 2.833556 0.557490 0.50 -0.10 0.19 0.439
C 2.368287 3.104024 0.786015 -0.28 0.61 -0.12 0.199
N 3.260322 2.184829 1.226487 0.05 -0.16 0.24 -0.336
S 2.762062 4.786574 0.530334 -0.28 -0.22 -0.03 -0.272
H 0.347637 7.327945 -2.347191 0.02 -0.01 -0.03 0.371
H 0.233857 5.559999 -2.451846 -0.01 0.02 -0.03 0.288
H 1.804426 6.327850 -2.209458 0.00 0.03 -0.05 0.314
H -0.517534 6.342571 -0.203260 0.03 0.00 0.07 0.194
H 1.051927 7.122818 0.057697 -0.08 0.03 0.01 0.351
H 2.992247 1.243811 0.957315 0.09 0.01 -0.14 -0.113
H 4.234382 2.387479 1.070502 0.04 -0.08 -0.09 0.330
```
Positions in Å, forces in eV/Å.

Results
LUMO level	0.45	eV
frontier orbital gap	8.2	eV
electronic energy	-197950.81962	eV
strongest force on any atom	0.0134	hartree/bohr
spin multiplicity	1
HOMO	-7.782	eV
energy above the lowest of the compared OMol25 structures with the same formula, charge and spin	20.6	kcal/mol

[2]
A structure of composition C47H50BaFI2N14O3S at a distorted geometry, computed with ωB97M-V/def2-TZVPD.

```
119
Properties=species:S:1:pos:R:3:forces:R:3:mulliken_charge:R:1
Ba -0.387680 0.895246 0.133192 -0.92 -0.22 0.06 1.236
C 4.741938 -4.013867 3.144406 -0.88 0.29 -1.00 -1.609
C 3.994658 -3.068659 2.144216 0.28 -1.17 -0.52 0.355
C 3.788062 -3.379663 0.801654 0.05 1.68 0.74 -0.664
C 3.225463 -2.383215 -0.087568 -0.32 1.61 0.48 0.955
C 3.021832 -2.662262 -1.454672 -0.81 1.17 0.00 -1.243
N 2.605530 -1.825705 -2.461940 1.99 -0.51 0.63 0.260
C 3.149572 -0.436236 -2.635113 -0.51 -0.20 0.38 -0.252
C 4.099147 0.001953 -3.785910 -0.37 -0.41 0.21 -0.600
C 4.986959 1.102952 -3.172418 0.43 0.39 -0.25 -1.235
N 4.195071 2.187151 -2.615157 0.06 0.00 -0.07 0.099
C 4.675311 3.292019 -1.955348 0.82 -0.24 -0.18 -0.729
C 4.070126 4.192045 -1.023757 0.05 -0.02 0.46 0.647
C 4.762195 5.402405 -0.763059 0.32 -0.56 -0.68 -1.316
C 4.372630 6.323310 0.162537 -0.73 0.16 0.45 0.541
C 5.147786 7.583738 0.380444 0.18 0.30 0.16 -1.622
C 3.202396 6.070596 0.903175 0.54 0.69 0.10 -0.867
C 2.485172 4.905449 0.726679 0.02 -0.71 -0.17 0.846
C 1.297844 4.698866 1.569370 -0.03 -0.07 -0.08 -0.736
N 0.466074 3.746990 1.516645 -0.58 0.00 0.50 0.553
C -0.661562 3.852830 2.472603 0.24 -0.28 -0.43 -1.051
C -0.973705 2.493676 3.103918 0.42 -0.67 -0.20 0.059
C 0.180108 1.685486 3.772886 -0.02 0.28 0.21 -1.047
N 1.010066 0.978833 2.800550 0.96 -1.52 -2.05 0.586
C 2.004733 0.180204 2.937122 -0.16 -0.38 0.04 -1.160
C 2.748551 -0.869649 1.960696 0.07 -0.65 1.68 1.005
C 3.451058 -1.858663 2.661072 -0.44 1.21 -0.49 -0.548
C 2.688151 -1.069732 0.525182 -1.04 -0.06 -0.93 -0.187
O 2.062693 -0.225916 -0.164785 0.17 -0.83 0.18 0.208
C 2.951061 3.960636 -0.192285 -0.01 0.00 -0.40 0.278
O 2.326382 2.754588 -0.292315 -0.19 -0.29 -0.61 0.495
H 5.449698 -4.678175 2.634783 -0.13 0.27 0.01 0.386
H 4.057502 -4.659554 3.713248 -0.02 0.24 -0.19 0.277
H 5.276839 -3.407369 3.862439 0.24 0.11 0.15 0.393
H 4.120917 -4.307200 0.367351 0.09 -0.28 0.05 0.443
H 3.096142 -3.702811 -1.740984 -0.11 -0.21 -0.02 0.420
H 2.372721 -2.298147 -3.317832 -0.05 -0.10 -0.17 0.332
H 3.716234 -0.266877 -1.735979 -0.13 0.17 0.40 0.299
H 2.280651 0.210585 -2.649340 0.11 0.12 0.18 -0.048
H 3.505952 0.380729 -4.629774 0.18 -0.08 0.13 0.273
H 4.756669 -0.797676 -4.158895 -0.18 0.14 0.16 0.392
H 5.718335 1.481910 -3.912405 -0.23 -0.13 0.10 0.511
H 5.558379 0.639654 -2.366872 0.18 -0.02 0.08 0.440
H 3.248649 2.216996 -2.958187 -0.05 0.10 0.10 0.083
H 5.735504 3.507748 -2.124649 -0.22 -0.14 -0.13 0.300
H 5.652662 5.557791 -1.363945 0.07 0.23 0.10 0.343
H 6.118359 7.508687 -0.112008 0.04 0.08 0.12 0.352
H 5.300965 7.757339 1.456944 0.02 0.05 -0.35 0.363
H 4.639998 8.462362 -0.040178 0.02 -0.19 0.14 0.297
H 2.873091 6.803952 1.643914 0.03 -0.21 -0.19 0.377
H 1.148630 5.505907 2.293555 0.00 0.11 0.11 0.161
H -1.563701 4.144788 1.901098 0.36 -0.06 0.21 0.257
H -0.448186 4.628536 3.227104 -0.10 -0.18 -0.05 0.334
H -1.499230 1.875410 2.352009 0.01 0.18 0.36 -0.275
H -1.728196 2.621697 3.867738 -0.27 0.21 0.22 0.581
H -0.291125 0.931862 4.416523 0.09 0.03 -0.07 0.492
H 0.734802 2.360210 4.447594 0.21 -0.26 -0.28 0.326
H 2.430363 -0.011518 3.942123 -0.07 0.23 -0.15 0.266
H 3.579598 -1.686078 3.720837 -0.02 -0.12 0.27 0.240
C -5.115080 -1.883857 -2.693006 -0.20 -0.16 -0.31 -1.820
N -4.068781 -0.873521 -2.729758 -0.11 -0.33 -0.03 1.127
C -2.866454 -0.968347 -2.150379 -0.50 0.81 -0.43 -0.300
N -2.230965 0.184829 -2.236023 -0.35 0.27 -0.15 0.808
C -3.139793 0.972901 -2.905028 0.00 -0.42 0.09 -0.625
N -4.266565 0.373388 -3.249906 0.86 -0.40 0.78 -1.048
C -5.954009 -1.899875 -1.430631 -0.07 0.02 -0.06 1.477
C -7.240363 -1.390014 -1.448620 -0.24 -0.05 0.04 -0.706
C -8.034855 -1.466852 -0.306294 0.29 -0.27 0.13 -0.590
C -7.559777 -2.055187 0.859044 -0.38 0.17 -0.68 -1.078
C -6.266251 -2.567645 0.871404 -0.05 -0.19 1.29 0.167
C -5.479080 -2.477428 -0.254523 0.53 0.09 -0.67 -0.033
C -5.751018 -3.150876 2.131780 0.00 0.37 -1.19 0.390
N -6.404184 -3.526036 3.161890 0.58 -0.32 0.99 -0.550
N -5.417672 -3.963350 4.096556 -3.13 -0.04 0.46 -0.637
C -4.299261 -3.808661 3.522167 4.39 -0.38 0.20 0.430
O -4.405142 -3.312142 2.254035 -0.15 0.21 -0.44 -0.207
C -2.937042 -4.077710 4.032558 -4.23 0.34 -0.67 -0.220
C -2.749506 -4.593083 5.298910 1.04 -0.58 1.97 -0.978
C -1.463656 -4.786518 5.765615 -1.58 -0.21 0.29 -0.586
C -0.349114 -4.465457 4.985612 1.22 0.08 0.91 -1.047
C -0.529499 -3.989502 3.719250 -1.45 0.07 -1.41 0.843
C 0.686456 -3.659846 2.861470 -0.92 -0.40 0.26 -0.584
N 0.227832 -3.207134 1.572771 0.76 -0.38 -0.49 1.972
C -0.783968 -2.375744 1.393371 -0.06 0.82 -0.26 -1.680
N -1.215162 -2.446376 0.170144 -0.44 0.51 -2.26 -0.057
C -0.395581 -3.373791 -0.440785 -0.33 1.12 1.97 -0.795
N 0.486109 -3.840700 0.399706 0.69 -1.04 0.23 -1.183
C -1.850986 -3.891088 3.229273 3.14 0.11 -0.92 -0.436
H -4.640247 -2.861529 -2.830300 0.06 0.15 0.08 0.402
H -5.745056 -1.720402 -3.575797 0.09 0.06 0.27 0.417
H -2.511564 -1.854239 -1.678469 0.11 -0.35 0.32 0.156
H -2.957199 2.001560 -3.138900 -0.02 0.24 -0.04 0.226
H -7.650971 -0.963358 -2.359791 0.12 0.05 0.10 0.378
H -9.036942 -1.085048 -0.344481 -0.32 0.16 0.06 0.384
H -8.196356 -2.137410 1.730142 0.15 0.02 0.06 0.475
H -4.466434 -2.857299 -0.232185 0.10 -0.07 0.11 0.386
H -3.594172 -4.825307 5.933530 -0.05 0.01 -0.03 0.449
H -1.353218 -5.182539 6.760281 0.20 -0.11 0.24 0.366
H 0.650203 -4.574675 5.383509 0.15 -0.01 0.13 0.435
H 1.282581 -4.547338 2.719402 0.31 -0.23 -0.20 0.397
H 1.300645 -2.901876 3.332665 0.08 0.20 0.16 0.097
H -1.227954 -1.762998 2.148712 0.07 0.19 0.35 1.000
H -0.456380 -3.670080 -1.463926 -0.04 -0.09 -0.36 0.503
H -2.036228 -3.727838 2.196298 -0.22 0.00 -0.42 0.888
I -0.905940 3.555175 -1.627145 0.62 1.16 -1.23 -0.091
I -3.137707 5.104885 -2.762791 -0.31 -0.06 0.21 -0.515
S 1.566639 2.595568 -1.812821 -1.82 -0.06 0.96 -0.416
F -3.406434 1.736278 0.576346 1.58 -0.35 0.04 -0.860
C -2.247847 1.093382 -6.377408 -0.07 -0.19 0.04 -1.056
N -1.335843 1.762175 -5.470159 -0.08 -0.19 -0.01 0.372
C -1.169670 3.197728 -5.571703 -0.39 0.45 0.47 -0.779
C -0.387883 1.027429 -4.920460 -0.27 0.35 -0.29 0.239
N 0.420341 0.351907 -4.455832 0.70 -0.45 0.34 -0.470
H -3.220903 1.557621 -6.302493 -0.25 0.27 -0.07 0.354
H -2.382016 0.063315 -6.059973 0.11 -0.09 0.00 0.314
H -1.895030 1.115338 -7.413674 0.00 0.04 0.01 0.324
H -2.155003 3.687160 -5.509045 0.36 -0.23 -0.03 0.253
H -0.669423 3.500215 -6.485473 0.13 -0.02 -0.35 0.301
H -0.590467 3.545654 -4.716893 -0.04 0.02 -0.05 0.146
```
Positions in Å, forces in eV/Å.

Results
LUMO level (spin up / spin down)	0.56 / 0.52	eV
frontier orbital gap (spin up / spin down)	5.1 / 1.5	eV
electronic energy	-106999.51143	eV
charge	-1
strongest force on any atom	0.0857	hartree/bohr
spin multiplicity	1
HOMO (spin up / spin down)	-4.581 / -0.992	eV
energy above the lowest of the compared OMol25 structures with the same formula, charge and spin	124.6	kcal/mol